1.
The following is a DFT calculation (ωB97M-V/def2-TZVPD) of a cluster of 2 separate species, C8H21N2 in total at a distorted geometry.

Properties
Relative energy (zero: lowest compared OMol25 entry of this formula, charge and spin) in eV: 0.562
E_LUMO in eV: -3.435
Orbital gap in eV: 9.74

```
! wB97M-V def2-TZVPD RIJCOSX def2/J DEFGRID3
* xyz 1 1
C -3.83462 -0.41374 1.34840
C 2.44343 -1.42821 -2.04542
C 1.88314 -1.75758 0.28896
C 2.54332 1.46506 0.44186
C 0.69560 0.87854 -0.87469
C -3.36255 0.97168 1.00749
C -2.24870 0.97234 -0.03935
C 2.48421 -0.70929 -0.68918
N -1.11546 0.36669 0.47392
N 1.90980 0.58146 -0.55540
H -4.93239 -0.50896 1.41137
H -3.59238 -0.91372 0.47680
H -3.40646 -0.93781 2.11689
H 3.30155 -2.21567 -2.22545
H 1.52595 -2.02260 -2.04416
H 2.40469 -0.79520 -2.94257
H 1.90401 -1.28868 1.36801
H 2.42982 -2.71381 0.23240
H 0.89082 -1.84819 0.01292
H 1.72611 1.61466 1.11642
H 3.41330 0.99751 1.03818
H 2.91536 2.35645 0.01747
H 0.30780 1.83495 -0.58249
H 0.25315 0.39015 -1.77797
H -0.93199 0.66724 1.45809
H -3.18431 1.64024 1.93491
H -4.17716 1.41070 0.40479
H -2.58118 0.50079 -0.88429
H -2.05119 2.10310 -0.31030
H 3.61431 -0.53355 -0.54235
H -1.22797 -0.66454 0.36474
*
```

***

2.
The following is a DFT calculation (ωB97M-V/def2-TZVPD) of a cluster of 2 separate species, C8H21NO3P in total at a distorted geometry.

Properties
Relative energy (zero: lowest compared OMol25 entry of this formula, charge and spin) in eV: 0.000
E_LUMO in eV: 2.678
Orbital gap in eV: 6.05

```
! wB97M-V def2-TZVPD RIJCOSX def2/J DEFGRID3
* xyz -1 1
C 1.66731 0.70779 2.88208
C 1.30815 -0.17683 1.65987
C -0.19322 -0.19449 1.27396
O -1.08531 -0.83470 2.17861
P -2.23850 0.40330 2.61486
O -2.14713 1.09095 0.98020
C -0.79496 1.07699 0.52107
C -0.28103 2.48760 0.89514
H 1.56766 1.77822 2.66550
H 1.14710 0.42196 3.80380
H 2.74901 0.55065 3.08857
H 1.70357 -1.19144 1.82430
H 1.83647 0.24946 0.78907
H -0.18954 -0.93931 0.44004
H -2.95953 1.60331 3.03156
H -3.40672 -0.28850 2.11424
H -2.52044 -0.24796 3.89202
H -1.05844 1.12493 3.09914
H -0.67850 0.82942 -0.53835
H -0.96639 3.20265 0.40220
H 0.72738 2.72707 0.50351
H -0.34784 2.70268 1.96631
C 0.22575 -0.05909 -3.98465
C 0.82690 -0.58246 -2.70401
O 1.24499 0.15716 -1.83282
N 0.88721 -1.93206 -2.54002
C 0.44262 -2.96611 -3.45178
H 0.24554 1.02695 -3.96616
H 0.80471 -0.40450 -4.84306
H -0.81079 -0.38683 -4.07655
H 1.29519 -2.20988 -1.66117
H -0.31395 -3.57731 -2.95522
H 1.29217 -3.60179 -3.71278
H 0.02055 -2.54783 -4.35951
*
```

***

3.
The following is a DFT calculation (ωB97M-V/def2-TZVPD) of a structure of composition C8H22AgBr2N2O2 at a distorted geometry.

Properties
⟨S²⟩: 0.75
Relative energy (zero: lowest compared OMol25 entry of this formula, charge and spin) in eV: 6.962
E_LUMO (spin up / spin down) in eV: -2.374 / -4.044
Orbital gap (spin up / spin down) in eV: 4.81 / 3.11

```
! wB97M-V def2-TZVPD RIJCOSX def2/J DEFGRID3
* xyz 0 2
Ag 0.63959 -0.39317 1.85187
Br 0.82414 2.15279 5.54713
Br 4.67457 -0.44259 1.35718
C 0.58538 -6.08481 3.45302
C 1.01781 -4.80941 2.73097
C 0.49577 -4.84844 1.23734
O 0.60012 -3.59147 0.55604
C -0.00061 -3.52509 -0.68867
N 0.45340 -3.64618 3.42264
H 1.13976 -6.87824 2.95179
H -0.42226 -6.42635 3.21617
H 0.85366 -6.28052 4.49121
H 2.09903 -4.86349 2.60399
H -0.55450 -5.13131 1.30819
H 1.15311 -5.50981 0.67288
H -1.08275 -3.65052 -0.65212
H 0.55870 -4.19098 -1.34583
H 0.12580 -2.51351 -1.07447
H -0.51777 -3.80344 3.65107
H 0.87300 -3.49196 4.32831
C 1.30592 4.54296 -1.29246
C -0.23251 4.34604 -1.27475
C -1.03307 5.03890 -2.56181
O -2.47173 4.96347 -2.65045
C -2.90963 5.25386 -3.95647
N -0.40769 2.88832 -1.27301
H 1.85961 3.70680 -1.71948
H 1.55188 4.55299 -0.23062
H 1.78091 5.48856 -1.55386
H -0.61834 4.87801 -0.40513
H -0.65943 4.49063 -3.42662
H -0.81663 6.07549 -2.82014
H -2.54479 6.25967 -4.16470
H -3.99776 5.31431 -3.93678
H -2.65396 4.56168 -4.75873
H -1.41414 2.91902 -1.35175
H -0.25460 2.64779 -2.24193
*
```

***

4.
The following is a DFT calculation (ωB97M-V/def2-TZVPD) of a structure of composition C8H22AgF3O10P at a distorted geometry.

Properties
⟨S²⟩: 0.76
Relative energy (zero: lowest compared OMol25 entry of this formula, charge and spin) in eV: 0.000
E_LUMO (spin up / spin down) in eV: 4.927 / 4.927
Orbital gap (spin up / spin down) in eV: 5.55 / 5.33

```
! wB97M-V def2-TZVPD RIJCOSX def2/J DEFGRID3
* xyz -2 2
Ag -0.86913 -0.47452 -0.20959
C 1.42099 2.33242 0.22222
O 1.48710 3.17306 -0.94128
O 0.53636 1.38445 0.02651
C 2.90191 1.83129 0.42507
F 3.30037 1.00505 -0.58049
F 3.78877 2.88912 0.46289
F 3.07033 1.14811 1.60867
C 1.68522 4.54813 -0.69104
C 1.72054 5.25281 -2.03362
H 2.29977 4.66287 -2.74423
H 0.73427 5.37095 -2.48324
H 2.15516 6.24817 -1.90053
H 2.60815 4.73151 -0.13106
H 0.86447 4.94660 -0.07937
H 1.19312 2.95051 1.11685
P -2.59365 -1.03315 -2.35949
O -2.07557 0.35813 -1.77520
O -1.92088 -0.97164 -3.74735
O -4.11080 -1.01170 -2.43435
O -1.95864 -1.97445 -1.32542
C 0.94063 -1.02817 2.53709
O -0.09775 -1.56446 1.72482
H 1.89327 -1.54906 2.37739
H 1.15480 -0.01181 2.20338
H 0.69016 -1.03291 3.60054
H -0.37501 -2.36016 2.19517
C 2.32799 -1.86521 -1.35773
O 0.91118 -1.70852 -1.38319
H 2.64993 -1.70672 -0.32726
H 2.62917 -2.89161 -1.61273
H 2.78464 -1.14756 -2.04475
H 0.64070 -2.02060 -2.25817
C -3.15313 -0.10954 2.40138
O -2.80974 -0.17630 1.02324
H -4.13824 0.34302 2.53641
H -3.28671 -1.14602 2.74811
H -2.34877 0.32356 2.98699
H -3.62644 -0.18994 0.50371
C -2.16442 -4.95668 0.31766
O -2.01253 -3.62542 0.75791
H -2.93099 -5.05345 -0.45691
H -1.21294 -5.34269 -0.05953
H -2.52970 -5.53128 1.17500
H -2.17394 -3.01616 -0.01454
*
```

***

5.
The following is a DFT calculation (ωB97M-V/def2-TZVPD) of a cluster of 2 separate species, C8H22BFNO6S in total at a distorted geometry.

Properties
Relative energy (zero: lowest compared OMol25 entry of this formula, charge and spin) in eV: 0.000
E_LUMO in eV: -2.250
Orbital gap in eV: 10.43

```
! wB97M-V def2-TZVPD RIJCOSX def2/J DEFGRID3
* xyz 1 1
O 0.72277 -1.00762 0.21274
S 1.89404 -1.53878 0.97900
O 2.86856 -0.18237 1.16702
C 3.71326 -0.28908 2.33438
C 4.90127 0.74664 2.34696
C 4.68666 1.79183 3.49450
F 3.36896 2.28286 3.54117
O 1.29195 -1.99531 2.47793
B 1.90503 -3.22522 2.93517
O 1.86352 -4.43460 2.22565
O 2.61010 -3.13015 4.17122
H 4.17053 -1.32165 2.38072
H 3.05353 -0.16447 3.23659
H 5.01205 1.18551 1.32762
H 5.83342 0.17396 2.60766
H 4.99830 1.32379 4.46178
H 5.35849 2.66832 3.32861
H 2.77136 -4.77680 2.28394
H 3.12703 -2.31117 4.13277
C -3.31085 1.21709 -0.91492
N -2.69382 0.37396 -2.00567
C -2.29338 -0.94913 -1.40527
C -1.46501 1.05854 -2.52955
C -3.69686 0.09334 -3.12258
C -4.18299 1.31608 -3.88583
O -4.85843 2.21739 -3.02027
H -2.66011 1.16499 -0.04158
H -3.37087 2.24820 -1.24704
H -4.29259 0.81372 -0.67579
H -1.56958 -0.76279 -0.61218
H -1.84666 -1.56161 -2.18703
H -3.18493 -1.42946 -1.00401
H -1.73697 2.04528 -2.89797
H -1.04556 0.45061 -3.33017
H -0.75194 1.15487 -1.71113
H -4.53957 -0.41187 -2.64735
H -3.20925 -0.59832 -3.81094
H -4.88556 0.98557 -4.65659
H -3.35848 1.83581 -4.38228
H -5.19745 2.94205 -3.55726
*
```

***

6.
The following is a DFT calculation (ωB97M-V/def2-TZVPD) of a structure of composition C8H22BrLiO3 at a distorted geometry.

Properties
Relative energy (zero: lowest compared OMol25 entry of this formula, charge and spin) in eV: 4.352
E_LUMO in eV: -1.987
Orbital gap in eV: 4.58

```
! wB97M-V def2-TZVPD RIJCOSX def2/J DEFGRID3
* xyz 0 1
Li -0.73001 -0.22637 -0.35248
Br -4.18994 -2.85554 -0.87364
C -2.64816 5.80735 0.56763
C -3.30646 4.62834 -0.12869
C -4.45560 5.09642 -0.96435
O -2.34231 3.95034 -0.93741
H -3.37280 6.41041 1.11476
H -2.19158 6.41168 -0.21621
H -1.90935 5.48895 1.30307
H -3.67786 3.91490 0.60694
H -5.28289 5.49046 -0.37409
H -4.84751 4.26248 -1.54663
H -4.14398 5.87430 -1.66141
H -1.99870 4.58534 -1.57011
C 3.33603 -3.51740 -4.27997
C 2.97400 -3.92854 -2.87851
C 3.93072 -4.93567 -2.26750
O 2.89069 -2.73116 -2.14508
H 4.34242 -3.09884 -4.28929
H 2.63657 -2.78180 -4.67713
H 3.23729 -4.31060 -5.02104
H 2.03943 -4.48938 -2.86680
H 3.59196 -5.20306 -1.26658
H 4.94679 -4.56062 -2.14491
H 4.00207 -5.86233 -2.83699
H 3.76905 -2.60651 -1.77827
C 0.28440 -2.07130 4.87133
C 0.11192 -0.57596 4.64379
O 0.89870 -0.12012 3.51972
H 1.32023 -2.38595 4.99846
H -0.11628 -2.72122 4.09340
H -0.23651 -2.40951 5.76707
H 0.23927 0.09366 5.49438
H -0.93847 -0.45529 4.37880
H 1.83687 -0.16745 3.71771
*
```

***

| no. | total energy (eV) |
| --- | --- |
| 1 | -11608.16718 |
| 2 | -25556.79798 |
| 3 | -159805.95528 |
| 4 | -50567.84434 |
| 5 | -36652.58263 |
| 6 | -85041.11449 |